Computed, not measured: C17H14N2O4S in the gas phase, with ωB97M-V with the def2-TZVPD basis set.

The frontier orbital gap comes out at 8.1 eV. Its highest occupied orbital energy is -8.21 eV. As for the net charge: 0. The LUMO energy is -0.14 eV.

Positions of all 38 atoms, in Å:
C 2.100 5.118 1.622
C 0.815 4.530 1.056
H 0.017 5.274 1.031
H 0.989 4.131 0.052
O 0.314 3.480 1.890
C 0.846 2.270 1.726
O 1.693 1.992 0.923
C 0.206 1.288 2.689
H -0.075 1.780 3.616
H -0.663 0.834 2.211
S 1.369 -0.047 3.083
C 1.278 -0.961 1.588
N 0.252 -0.737 0.797
C 0.143 -1.395 -0.356
C 1.089 -2.351 -0.740
C 2.156 -2.612 0.097
C 2.276 -1.909 1.295
C 3.356 -2.137 2.171
N 4.242 -2.338 2.870
H 2.900 -3.351 -0.163
H 0.976 -2.896 -1.662
C -1.032 -1.078 -1.173
C -2.181 -0.596 -0.550
C -3.335 -0.289 -1.260
C -3.298 -0.476 -2.622
C -2.147 -0.949 -3.259
C -1.007 -1.257 -2.565
H -0.126 -1.595 -3.083
O -2.378 -1.031 -4.606
C -3.710 -0.604 -4.798
O -4.273 -0.255 -3.551
H -4.297 -1.419 -5.253
H -3.725 0.271 -5.467
H -4.222 0.076 -0.771
H -2.168 -0.474 0.521
H 2.420 5.953 1.006
H 1.938 5.467 2.639
H 2.883 4.364 1.627

=====

Computed, not measured: 5 unconnected molecules or ions with the total composition C16H38BrN5O5P, with ωB97M-V with the def2-TZVPD basis set.

The frontier orbital gap comes out at 7.1 eV. Its highest occupied orbital energy is -10.38 eV. As for the net charge: +1. The LUMO energy is -3.31 eV.

Positions of all 66 atoms, in Å:
O 0.066 1.351 -3.860
P -1.117 0.127 -3.441
Br -2.920 1.362 -2.674
C -0.584 -0.918 -1.934
C 0.402 -2.213 -2.127
C 1.088 -2.366 -0.610
N 1.179 -0.962 -0.027
C 0.410 -0.028 -0.938
H 1.003 0.985 -3.836
H -1.583 -1.340 -1.496
H 1.204 -2.199 -2.982
H -0.331 -3.130 -2.198
H 0.478 -2.981 0.199
H 2.153 -2.888 -0.709
H 0.905 -0.807 0.974
H 2.177 -0.715 -0.218
H 1.248 0.300 -1.720
H -0.235 0.839 -0.468
C -1.282 5.903 -0.157
O -1.477 6.481 0.904
N -2.227 5.694 -1.139
C -1.915 4.999 -2.371
C -3.575 6.184 -0.935
H -0.293 5.491 -0.415
H -2.107 5.670 -3.213
H -2.556 4.116 -2.450
H -0.868 4.686 -2.392
H -3.542 7.268 -0.792
H -3.988 5.722 -0.033
H -4.207 5.944 -1.794
C 0.600 -6.056 0.003
O 0.376 -5.079 -0.699
N 1.836 -6.423 0.492
C 2.018 -7.598 1.319
C 2.990 -5.610 0.169
H -0.206 -6.743 0.308
H 2.430 -7.290 2.284
H 2.716 -8.276 0.820
H 1.069 -8.115 1.482
H 2.824 -4.593 0.538
H 3.108 -5.574 -0.918
H 3.894 -6.023 0.624
C -3.820 9.668 -2.571
O -4.916 9.321 -2.150
N -3.258 10.916 -2.404
C -1.953 11.249 -2.934
C -3.996 11.928 -1.675
H -3.176 8.977 -3.139
H -1.299 11.539 -2.107
H -2.057 12.085 -3.632
H -1.512 10.397 -3.459
H -4.195 11.563 -0.663
H -4.950 12.106 -2.180
H -3.426 12.860 -1.625
C 3.500 -7.762 4.591
O 2.718 -6.898 4.215
N 3.167 -8.873 5.337
C 4.154 -9.851 5.742
C 1.786 -9.069 5.727
H 4.575 -7.711 4.350
H 3.876 -10.826 5.330
H 4.170 -9.904 6.835
H 5.149 -9.579 5.381
H 1.166 -9.129 4.827
H 1.459 -8.212 6.324
H 1.676 -9.987 6.311

=====

Computed, not measured: a gas-phase ion, C23H31I2N2O6S (charge +1), with ωB97M-V with the def2-TZVPD basis set.

The frontier orbital gap comes out at 7.1 eV. Its highest occupied orbital energy is -12.40 eV. As for the net charge: +1. The LUMO energy is -5.30 eV.

Positions of all 65 atoms, in Å:
C -1.806 -4.925 -0.148
C -1.205 -3.654 0.089
C -0.558 -2.156 0.209
N 0.685 -1.631 -0.047
C 1.636 -2.749 -0.494
C 1.381 -3.226 -2.064
C 1.880 -4.815 -2.231
C 0.631 -5.642 -2.973
O 0.373 -5.322 -4.254
O -0.192 -6.670 -2.318
C 0.970 -0.128 0.169
C 1.597 0.289 -1.275
C 0.592 0.454 -2.543
O 0.966 1.392 -3.462
I -1.216 -0.639 -3.050
C 2.142 0.086 1.319
I 2.114 -1.500 2.893
C 3.686 0.096 0.786
C 4.301 1.634 0.538
C -0.493 0.533 0.646
C -0.704 1.005 2.204
C -2.224 1.461 2.604
C -2.564 3.053 2.440
C -4.140 3.262 2.960
O -4.470 3.754 4.156
O -5.279 2.904 2.052
O -1.037 1.677 -0.089
C -0.191 2.869 -0.054
C -0.361 3.597 -1.551
C -0.930 5.129 -1.445
C -1.437 -0.852 0.662
N -2.825 -0.781 0.053
C -3.741 -1.513 0.799
S -4.735 -2.621 1.661
H -2.379 -5.893 -0.555
H 2.775 -2.429 -0.451
H 1.571 -3.706 0.218
H 2.041 -2.529 -2.733
H 0.242 -3.238 -2.329
H 2.853 -4.775 -2.880
H 2.130 -5.275 -1.184
H 0.114 -6.706 -1.348
H 2.478 -0.396 -1.667
H 2.101 1.362 -1.125
H 2.030 1.119 1.909
H 3.939 -0.634 -0.089
H 4.344 -0.297 1.706
H 4.978 1.595 -0.436
H 3.393 2.378 0.331
H 4.990 1.991 1.414
H 0.009 1.904 2.537
H -0.435 0.139 2.983
H -2.339 1.229 3.771
H -3.088 0.870 2.086
H -2.603 3.331 1.280
H -1.809 3.776 2.965
H -5.254 3.510 1.231
H -0.509 3.701 0.710
H 0.956 2.652 0.196
H -1.162 2.975 -2.179
H 0.684 3.661 -2.125
H -1.770 5.153 -0.597
H -0.026 5.839 -1.171
H -1.386 5.471 -2.494
H -1.713 -1.150 1.786

=====

Computed, not measured: a molecular structure, C42H45N5OPS2W, with ωB97M-V with the def2-TZVPD basis set.

The frontier orbital gap (spin up / spin down) comes out at 6.0 / 6.0 eV. Its highest occupied orbital energy (spin up / spin down) is -15.71 / -15.71 eV. As for the net charge: +3. The LUMO energy (spin up / spin down) is -9.71 / -9.74 eV.

Positions of all 97 atoms, in Å:
W 0.691 0.790 0.765
C 2.446 -2.097 1.702
C 1.411 -1.063 2.045
C 0.040 -1.364 1.953
C -0.895 -0.766 2.818
C -2.263 -1.336 2.943
C -0.493 0.327 3.610
C 0.802 0.789 3.576
C 1.244 1.904 4.468
C 1.756 0.115 2.751
H 2.184 -2.686 0.825
H 2.500 -2.786 2.548
H 3.428 -1.668 1.565
H -0.248 -2.271 1.430
H -3.019 -0.554 3.033
H -2.291 -1.920 3.873
H -2.502 -2.015 2.124
H -1.212 0.804 4.270
H 0.589 2.773 4.386
H 2.272 2.205 4.270
H 1.182 1.555 5.502
H 2.804 0.339 2.890
N 3.403 2.445 1.034
P 3.071 1.166 -0.037
C 4.425 0.025 0.258
C 4.618 -1.034 -0.633
C 5.674 -1.910 -0.450
C 6.546 -1.737 0.623
C 6.355 -0.694 1.515
C 5.293 0.188 1.338
C 3.320 1.790 -1.709
C 3.145 0.935 -2.801
C 3.385 1.389 -4.087
C 3.806 2.699 -4.295
C 3.974 3.552 -3.215
C 3.731 3.101 -1.921
C 2.399 3.280 1.477
C 2.690 4.568 1.920
C 1.670 5.382 2.341
C 0.353 4.911 2.314
C 0.129 3.645 1.875
N 1.134 2.802 1.473
H 4.321 2.868 0.998
H 3.950 -1.187 -1.471
H 5.824 -2.727 -1.146
H 7.378 -2.418 0.759
H 7.033 -0.558 2.349
H 5.154 0.984 2.059
H 2.810 -0.088 -2.664
H 3.250 0.721 -4.929
H 4.004 3.051 -5.301
H 4.295 4.573 -3.375
H 3.850 3.798 -1.099
H 3.717 4.915 1.909
H 1.886 6.390 2.676
H -0.480 5.529 2.622
H -0.871 3.250 1.824
S 0.252 2.215 -1.228
C 0.120 0.651 -1.962
C -0.246 0.330 -3.264
C -0.227 -0.997 -3.634
C 0.177 -1.979 -2.717
C 0.527 -1.597 -1.452
N 0.469 -0.300 -1.079
H -0.520 1.121 -3.953
H -0.512 -1.285 -4.641
H 0.215 -3.027 -2.986
H 0.839 -2.312 -0.706
C -6.969 -2.322 1.047
C -5.701 -1.503 1.281
C -5.427 -0.605 0.088
N -4.237 0.273 0.286
C -2.952 0.027 0.165
S -1.881 1.245 0.824
N -2.406 -1.068 -0.390
C -2.844 -2.373 -0.879
O -2.291 -3.310 -0.367
C -3.766 -2.434 -2.026
C -3.961 -1.327 -2.853
C -4.799 -1.432 -3.951
C -5.440 -2.640 -4.214
C -5.241 -3.744 -3.391
C -4.395 -3.647 -2.298
H -7.163 -2.992 1.884
H -6.887 -2.936 0.145
H -7.842 -1.676 0.933
H -4.845 -2.172 1.433
H -5.801 -0.894 2.184
H -6.261 0.070 -0.096
H -5.294 -1.189 -0.810
H -4.428 1.151 0.748
H -1.434 -1.143 -0.140
H -3.466 -0.385 -2.636
H -4.961 -0.579 -4.599
H -6.101 -2.719 -5.070
H -5.746 -4.678 -3.604
H -4.221 -4.498 -1.649

=====

We obtain DFT total energy values of -39861.218 -114219.503 -66629.422 -86546.639 eV for the records listed above, in that order.
We obtain ΔE to the lowest compared entry with this formula, charge and spin values of 31.4 11.0 387.3 21.2 kcal per mole for the records listed above, in that order.